1.
C9H20N2O4S | ωB97M-V/def2-TZVPD

CARTESIAN COORDINATES (ANGSTROEM)
C  -3.848  1.360  0.743
C  -2.712  1.329  -0.280
C  -2.255  2.746  -0.628
C  -1.505  0.520  0.218
C  -1.760  -0.896  0.753
N  -0.556  -1.525  1.315
C  -2.371  -1.847  -0.294
O  -3.258  -1.525  -1.047
O  -1.863  -3.080  -0.268
H  -4.293  0.369  0.875
H  -3.495  1.721  1.719
H  -4.646  2.032  0.411
H  -3.091  0.845  -1.186
H  -3.079  3.330  -1.051
H  -1.440  2.736  -1.362
H  -1.896  3.273  0.264
H  -0.760  0.457  -0.589
H  -1.027  1.081  1.036
H  -2.504  -0.847  1.557
H  0.274  -1.194  0.826
H  -0.438  -1.286  2.294
H  -1.170  -3.057  0.432
N  3.142  0.521  -1.430
C  3.655  -0.603  -0.670
C  4.270  -0.129  0.649
S  5.714  0.936  0.398
C  2.656  -1.724  -0.376
O  2.815  -2.591  0.448
O  1.565  -1.668  -1.167
H  2.870  0.224  -2.360
H  2.299  0.882  -0.990
H  4.448  -1.067  -1.258
H  3.511  0.396  1.243
H  4.599  -0.992  1.229
H  5.129  1.704  -0.536
H  1.019  -2.434  -0.919

Cartesian forces (eV/Å) of the 2 atoms listed first:
-0.04 -0.05 0.03
-0.02 -0.04 -0.07

For the orbital gap, the calculation gives 9.6 eV. Its spin multiplicity is 1. The calculation puts the LUMO energy at 0.012 hartree. Its SMILES is CC(C)C[C@H](N)C(=O)O.N[C@@H](CS)C(=O)O.

Here are the natural (NBO) charges for atoms 1 to 5, given in e:
1 C -0.61
2 C -0.23
3 C -0.60
4 C -0.39
5 C -0.17

***

2.
C5H10O | ωB97M-V/def2-TZVPD

CARTESIAN COORDINATES (ANGSTROEM)
C  -0.551  0.169  -1.664
C  0.581  -0.135  -0.706
C  0.904  0.948  0.286
C  0.218  0.416  1.552
O  -1.061  -0.082  1.210
C  -0.566  -1.250  0.603
H  -0.411  1.050  -2.310
H  -0.731  -0.691  -2.316
H  -1.445  0.358  -1.059
H  1.454  -0.603  -1.183
H  1.976  1.078  0.495
H  0.480  1.920  0.011
H  0.111  1.167  2.364
H  0.717  -0.669  1.476
H  -0.540  -2.010  1.438
H  -1.135  -1.666  -0.197

Cartesian forces (eV/Å) of the 2 atoms listed first:
-0.10 -0.18 0.05
-0.58 -1.05 0.72

For the orbital gap, the calculation gives 10.1 eV. Its spin multiplicity is 1. The calculation puts the LUMO energy at 0.042 hartree.

Here are the natural (NBO) charges for atoms 1 to 5, given in e:
1 C -0.66
2 C -0.14
3 C -0.49
4 C -0.08
5 O -0.55

***

3.
C34H32N4 | ωB97M-V/def2-TZVPD

CARTESIAN COORDINATES (ANGSTROEM)
C  1.721  -1.227  -2.582
C  0.803  -0.270  -2.608
N  0.017  0.618  -2.645
C  3.108  -0.965  -2.657
C  4.054  -2.007  -2.639
C  5.396  -1.743  -2.713
C  5.854  -0.426  -2.808
C  7.210  -0.139  -2.879
N  8.345  0.114  -2.938
C  4.925  0.616  -2.831
C  3.586  0.355  -2.757
H  1.395  -2.250  -2.508
H  3.710  -3.025  -2.564
H  6.108  -2.552  -2.698
H  5.272  1.634  -2.911
H  2.871  1.160  -2.777
C  -7.705  -0.525  0.820
N  -6.637  -1.509  0.655
C  -7.138  -2.874  0.511
C  -5.268  -1.197  0.645
C  -4.310  -2.183  0.364
C  -2.970  -1.910  0.404
C  -2.495  -0.620  0.707
C  -1.079  -0.318  0.796
C  -0.134  -1.372  0.876
C  1.218  -1.205  0.851
C  2.190  -2.265  0.937
C  3.556  -1.944  0.908
C  4.518  -2.923  0.991
C  4.147  -4.250  1.096
C  2.806  -4.592  1.146
C  1.836  -3.617  1.070
C  -0.650  1.091  0.816
C  0.144  1.610  1.855
C  0.525  2.922  1.864
C  0.158  3.782  0.818
N  0.593  5.117  0.785
C  0.724  5.841  -0.478
C  0.734  5.911  2.005
C  -0.642  3.275  -0.216
C  -1.059  1.976  -0.200
C  -3.459  0.374  0.960
C  -4.800  0.093  0.940
H  -7.378  0.476  0.553
H  -8.546  -0.785  0.177
H  -8.052  -0.530  1.852
H  -6.400  -3.607  0.825
H  -8.020  -3.012  1.134
H  -7.417  -3.059  -0.525
H  -4.627  -3.176  0.098
H  -2.278  -2.694  0.151
H  -0.517  -2.370  0.957
H  1.589  -0.202  0.757
H  3.847  -0.911  0.833
H  5.562  -2.655  0.988
H  4.897  -5.022  1.145
H  2.520  -5.623  1.267
H  0.800  -3.903  1.136
H  0.419  0.965  2.670
H  1.139  3.298  2.663
H  0.895  5.141  -1.295
H  -0.178  6.416  -0.685
H  1.574  6.522  -0.439
H  0.240  5.414  2.838
H  1.787  6.049  2.246
H  0.271  6.888  1.873
H  -0.966  3.936  -0.999
H  -1.690  1.606  -0.990
H  -3.140  1.381  1.183
H  -5.508  0.874  1.179

Cartesian forces (eV/Å) of the 2 atoms listed first:
1.95 -2.38 0.53
-3.57 3.95 -0.25

For the orbital gap, the calculation gives 3.4 eV. Its spin multiplicity is 1. The calculation puts the LUMO energy at -0.079 hartree.

Here are the natural (NBO) charges for atoms 1 to 5, given in e:
1 C -0.56
2 C 0.30
3 N -0.52
4 C 0.01
5 C -0.20

***

4.
BeF2HO2P | ωB97M-V/def2-TZVPD

CARTESIAN COORDINATES (ANGSTROEM)
H  -0.514  -1.874  -0.013
P  -0.295  0.254  -0.011
F  -0.834  1.097  1.181
F  -0.766  1.088  -1.237
O  -1.110  -1.071  -0.023
O  1.175  0.014  0.031
Be  2.342  0.493  0.073

Cartesian forces (eV/Å) of the 2 atoms listed first:
-1.00 0.63 -0.02
-4.15 1.14 -0.08

For the orbital gap (spin up / spin down), the calculation gives 8.3 / 14.7 eV. Its spin multiplicity is 2. Its charge is +1. The calculation puts the LUMO energy (spin up / spin down) at -0.158 / -0.191 hartree.

Here are the natural (NBO) charges for atoms 1 to 5, given in e:
1 H 0.56
2 P 2.71
3 F -0.48
4 F -0.48
5 O -0.93

***

5.
C20H18CdF6N4O4S2Sb | ωB97M-V/def2-TZVPD

CARTESIAN COORDINATES (ANGSTROEM)
Cd  -0.209  0.203  0.667
C  0.075  3.545  -0.359
C  1.013  3.234  0.766
C  1.749  4.224  1.415
C  2.648  3.863  2.398
C  2.821  2.515  2.698
C  2.055  1.579  2.026
N  1.158  1.951  1.103
Sb  2.696  -0.465  2.364
C  2.732  -0.811  0.210
C  3.855  -1.306  -0.425
C  3.823  -1.494  -1.804
C  2.674  -1.178  -2.502
C  1.573  -0.682  -1.810
C  0.288  -0.322  -2.493
N  1.617  -0.511  -0.485
C  0.904  -1.760  2.503
C  0.199  -3.239  4.308
C  -0.935  -3.730  3.849
C  -1.475  -3.649  2.491
C  -1.057  -2.851  1.513
C  -1.640  -2.863  0.136
N  -0.009  -1.870  1.632
H  -0.117  4.612  -0.438
H  0.521  3.214  -1.301
H  -0.879  3.034  -0.235
H  1.605  5.259  1.138
H  3.223  4.616  2.921
H  3.540  2.210  3.447
H  4.744  -1.544  0.143
H  4.689  -1.882  -2.323
H  2.617  -1.309  -3.574
H  0.375  -0.372  -3.576
H  -0.512  -1.003  -2.191
H  -0.010  0.696  -2.228
H  0.544  -3.367  5.322
H  -1.508  -4.292  4.575
H  -2.300  -4.310  2.263
H  -2.412  -3.622  0.038
H  -2.090  -1.894  -0.103
H  -0.857  -3.071  -0.598
F  -0.998  1.121  5.893
C  -2.080  1.260  5.121
F  -2.176  2.520  4.728
F  -3.154  0.918  5.814
S  -1.857  0.112  3.665
O  -0.618  0.682  3.046
O  1.158  -2.481  3.608
N  -3.209  0.559  2.898
S  -3.419  1.018  1.450
O  -4.728  0.779  0.960
O  -2.336  0.606  0.521
C  -3.237  2.856  1.486
F  -4.123  3.396  2.300
F  -3.393  3.359  0.262
F  -2.002  3.163  1.917

Cartesian forces (eV/Å) of the 2 atoms listed first:
-0.19 0.20 0.22
0.02 -0.02 -0.03

For the orbital gap, the calculation gives 7.9 eV. Its spin multiplicity is 1. Its charge is +1. The calculation puts the LUMO energy at -0.125 hartree.

Here are the natural (NBO) charges for atoms 1 to 5, given in e:
1 Cd 1.73
2 C -0.66
3 C 0.27
4 C -0.23
5 C -0.12

***

6.
C13H19N | ωB97M-V/def2-TZVPD

CARTESIAN COORDINATES (ANGSTROEM)
C  0.482  1.664  3.136
C  -0.002  2.114  1.750
C  1.157  2.817  3.909
C  -0.797  1.177  3.847
H  1.143  0.815  2.968
H  -0.342  1.188  1.277
H  1.940  3.293  3.311
H  0.429  3.612  4.064
H  1.603  2.325  4.775
H  -0.707  0.230  4.362
H  -1.125  1.914  4.605
H  -1.720  1.113  3.272
H  0.651  2.734  1.117
H  -0.882  2.761  1.628
C  1.681  1.175  -2.399
C  1.918  -1.425  -2.240
C  1.257  -0.228  -2.047
C  -0.115  -1.981  -1.452
C  -0.030  -0.565  -1.545
C  -1.307  -2.538  -0.984
C  -1.182  0.253  -1.335
C  -2.380  -1.735  -0.565
C  -2.295  -0.305  -0.787
N  1.074  -2.504  -1.908
H  2.856  -1.676  -2.716
H  1.461  -3.401  -1.710
H  2.751  1.242  -2.606
H  1.453  1.886  -1.611
H  -1.398  -3.597  -0.726
H  -0.957  1.314  -1.431
H  -3.287  -1.956  -0.021
H  -3.235  0.112  -0.444
H  1.144  1.364  -3.338

Cartesian forces (eV/Å) of the 2 atoms listed first:
-1.47 1.38 -0.88
-0.39 0.05 -1.10

For the orbital gap (spin up / spin down), the calculation gives 2.5 / 6.3 eV. Its spin multiplicity is 2. Its charge is -1. The calculation puts the LUMO energy (spin up / spin down) at 0.122 / 0.121 hartree.

Here are the natural (NBO) charges for atoms 1 to 5, given in e:
1 C -0.23
2 C -0.63
3 C -0.61
4 C -0.62
5 H 0.20

***

Number 1: calculated total energy -1163.635758 a.u.. Number 2: calculated total energy -271.597262 a.u.. Number 3: calculated total energy -1533.707047 a.u.. Number 4: calculated total energy -706.727285 a.u.. Number 5: calculated total energy -3096.199220 a.u.. Number 6: calculated total energy -561.433906 a.u..